No. 1
{"formula": "C4H7N2", "method": "the ωB97M-V functional and the def2-TZVPD basis", "largest_force_ev_per_a": 4.511, "de_lowest_kcal_mol": 146.8, "total_charge": 1, "orbital_gap_ev": [8.12, 8.12], "molar_mass_g_mol": 83.11, "e_lumo_ev": [-6.1, -6.1], "symbols": ["C", "C", "C", "C", "N", "N", "H", "H", "H", "H", "H", "H", "H"], "positions_angstrom": [[1.8649, 0.1627, 0.1085], [1.4235, 1.3309, 0.3166], [1.0523, -1.1624, -0.2162], [-2.1936, 0.3991, -0.0059], [-0.3085, -1.0050, -0.2598], [-0.8440, 0.0487, -0.0492], [2.8591, 0.0210, -0.1653], [1.1448, 2.3184, 0.6266], [1.3340, -1.6104, -1.1813], [1.3710, -1.8526, 0.5479], [-2.1674, 1.2802, 0.6311], [-2.8056, -0.4438, 0.6456], [-2.7306, 0.5132, -0.9985]]}



No. 2
{"formula": "C4H7N2", "method": "the ωB97M-V functional and the def2-TZVPD basis", "largest_force_ev_per_a": 3.115, "de_lowest_kcal_mol": 80.1, "total_charge": 1, "orbital_gap_ev": 9.08, "molar_mass_g_mol": 83.11, "e_lumo_ev": -5.3, "smiles": "C=C[NH+]=C=NC", "symbols": ["C", "C", "N", "C", "N", "C", "H", "H", "H", "H", "H", "H", "H"], "positions_angstrom": [[-1.0968, -1.2382, -0.0988], [-1.8533, -0.1710, 0.0556], [-1.3394, 1.1622, 0.0113], [-0.0663, 1.1569, -0.0227], [0.8792, 0.4719, -0.1303], [2.2225, 0.1474, 0.0430], [-0.0521, -1.2843, -0.3256], [-1.5787, -2.2002, -0.0484], [-2.9093, -0.2113, 0.2590], [-1.9428, 1.9727, -0.0005], [2.8267, 1.0569, 0.0798], [2.3556, -0.4019, 0.9773], [2.5547, -0.4611, -0.7996]]}



No. 3
{"formula": "C4H7N2", "method": "the ωB97M-V functional and the def2-TZVPD basis", "largest_force_ev_per_a": 4.845, "de_lowest_kcal_mol": 102.9, "total_charge": 1, "orbital_gap_ev": 10.86, "molar_mass_g_mol": 83.11, "e_lumo_ev": -3.8, "symbols": ["C", "C", "C", "C", "N", "N", "H", "H", "H", "H", "H", "H", "H"], "positions_angstrom": [[1.1102, -0.4597, 0.2549], [-2.3860, 0.8822, -0.0674], [-3.5203, 0.7925, -0.7190], [3.2894, 0.5258, -0.3601], [-1.3364, 0.5857, 0.5659], [2.1367, 0.0067, 0.1392], [-0.2084, 0.0151, 0.2909], [-3.9160, 1.3802, -1.5353], [-4.2278, 0.0743, -0.2805], [3.8689, 1.2773, 0.3138], [3.0551, 0.9900, -1.2468], [3.9679, -0.3260, -0.4287], [-1.1349, 1.0908, 1.4236]]}



No. 4
{"formula": "C4H7N2O", "method": "the ωB97M-V functional and the def2-TZVPD basis", "largest_force_ev_per_a": 6.201, "de_lowest_kcal_mol": 89.3, "total_charge": 1, "orbital_gap_ev": 9.83, "molar_mass_g_mol": 99.11, "e_lumo_ev": -4.6, "smiles": "C=CC1=[NH+]CON1", "symbols": ["C", "C", "C", "N", "C", "O", "N", "H", "H", "H", "H", "H", "H", "H"], "positions_angstrom": [[0.1712, -1.9528, 1.5018], [0.8547, -1.2485, 0.6028], [0.1361, -0.1965, -0.1761], [0.7121, 1.1864, -0.3953], [-0.3695, 1.9434, -0.9267], [-1.2643, 0.9526, -1.5014], [-0.9286, -0.2800, -0.9098], [0.6193, -2.6514, 2.2727], [-0.7833, -1.6238, 1.7104], [1.9317, -1.3258, 0.3797], [1.3868, 1.4000, 0.3325], [-0.9793, 2.2303, -0.0934], [-0.1006, 2.7056, -1.6237], [-1.3862, -1.1394, -1.1737]]}



No. 5
{"formula": "C4H7N2O", "method": "the ωB97M-V functional and the def2-TZVPD basis", "largest_force_ev_per_a": 3.335, "de_lowest_kcal_mol": 123.1, "total_charge": 1, "orbital_gap_ev": 9.47, "molar_mass_g_mol": 99.11, "e_lumo_ev": -6.1, "smiles": "C[C@H]1C=[N+](N=O)C1", "symbols": ["C", "C", "C", "N", "N", "O", "C", "H", "H", "H", "H", "H", "H", "H"], "positions_angstrom": [[-1.0966, 0.0971, 0.5665], [-0.0229, 0.2269, -0.4661], [1.1552, 1.1921, -0.2880], [2.0577, 0.2722, -0.1971], [3.4854, 0.4495, 0.3598], [4.1428, -0.4407, 0.1464], [1.0806, -0.8686, -0.3505], [-0.7223, 0.1172, 1.6179], [-1.5816, -0.8912, 0.6038], [-1.8085, 0.9621, 0.6053], [-0.4223, 0.2639, -1.5823], [1.1876, 2.2503, -0.4570], [1.0714, -1.4811, 0.5206], [1.1935, -1.4015, -1.2003]]}



No. 6
{"formula": "C4H7N2O", "method": "the ωB97M-V functional and the def2-TZVPD basis", "largest_force_ev_per_a": 4.030, "de_lowest_kcal_mol": 122.7, "total_charge": 1, "orbital_gap_ev": 6.57, "molar_mass_g_mol": 99.11, "e_lumo_ev": -5.2, "symbols": ["C", "C", "C", "C", "N", "N", "O", "H", "H", "H", "H", "H", "H", "H"], "positions_angstrom": [[2.4417, -0.8196, -0.8650], [1.6510, 1.2960, 0.1023], [-1.4579, 0.2551, -0.3432], [-2.0074, -0.2117, 0.9091], [1.9003, 0.2230, -0.4553], [-1.2596, 0.4302, -1.4751], [0.4643, 1.8029, 0.4588], [2.8261, -1.3832, 0.0210], [2.9686, -1.1016, -1.8051], [0.5753, 2.7207, 0.8513], [-1.8275, 0.6093, 1.6547], [-1.4866, -1.0526, 1.2622], [-3.0718, -0.4228, 0.8986], [-0.5727, 1.0359, -2.0765]]}



No. 7
{"formula": "C4H7N2O", "method": "the ωB97M-V functional and the def2-TZVPD basis", "largest_force_ev_per_a": 2.507, "de_lowest_kcal_mol": 71.3, "total_charge": 1, "orbital_gap_ev": 9.17, "molar_mass_g_mol": 99.11, "e_lumo_ev": -4.9, "smiles": "[H]/N=C1/C(=O)C[C@H]1[NH3+]", "symbols": ["H", "N", "C", "C", "O", "C", "C", "N", "H", "H", "H", "H", "H", "H"], "positions_angstrom": [[-0.3241, -2.6250, 0.0724], [-1.1456, -1.9047, 0.1298], [-0.9067, -0.6836, 0.0219], [-1.7134, 0.6115, -0.0265], [-2.8831, 0.8382, 0.0526], [-0.4159, 1.4006, -0.1909], [0.3211, 0.0580, -0.4143], [1.5471, -0.2772, 0.3845], [-0.3108, 1.9610, -1.0830], [-0.1232, 1.7274, 0.7720], [0.4807, -0.0851, -1.4317], [2.1002, 0.5615, 0.6723], [2.1621, -0.8241, -0.2260], [1.2116, -0.7586, 1.2669]]}



No. 8
{"formula": "C4H7N2O", "method": "the ωB97M-V functional and the def2-TZVPD basis", "largest_force_ev_per_a": 4.043, "de_lowest_kcal_mol": 59.4, "total_charge": 1, "orbital_gap_ev": 10.11, "molar_mass_g_mol": 99.11, "e_lumo_ev": -4.2, "smiles": "Cc1coc[n+]1N", "symbols": ["C", "C", "C", "O", "C", "N", "N", "H", "H", "H", "H", "H", "H", "H"], "positions_angstrom": [[1.3285, 1.0381, -0.0381], [-0.0220, 0.5551, -0.0618], [-1.2026, 1.2473, -0.0008], [-2.2221, 0.3967, 0.0656], [-1.7164, -0.8164, 0.0637], [-0.3117, -0.7704, -0.0211], [0.6835, -1.7124, 0.1160], [1.7676, 0.4947, 0.8607], [2.0711, 0.8578, -0.9051], [1.3478, 2.0710, 0.1544], [-1.3586, 2.2646, -0.0316], [-2.3642, -1.6299, 0.3032], [0.3794, -2.6356, -0.2827], [1.6197, -1.3606, -0.2223]]}



No. 9
{"formula": "C4H7N2O2", "method": "the ωB97M-V functional and the def2-TZVPD basis", "largest_force_ev_per_a": 4.529, "de_lowest_kcal_mol": 110.3, "total_charge": 1, "orbital_gap_ev": [6.57, 6.97], "molar_mass_g_mol": 115.11, "e_lumo_ev": [-5.8, -5.4], "symbols": ["C", "C", "C", "C", "N", "N", "O", "O", "H", "H", "H", "H", "H", "H", "H"], "positions_angstrom": [[1.8272, 0.7996, -0.0346], [2.5562, -0.2851, -0.4966], [0.3938, 0.8131, 0.1648], [-2.5776, 0.3330, 0.4596], [-0.3427, -0.1699, -0.0497], [1.9421, -1.3842, -0.8660], [-3.2413, -0.7524, 0.3803], [-3.0133, 1.4861, 0.8046], [2.4800, 1.5648, 0.4705], [3.5755, -0.2476, -0.8816], [-0.1404, 1.6827, 0.5601], [0.8888, -1.4063, -0.7465], [2.3043, -2.2432, -1.1800], [-2.7333, -1.6050, 0.2639], [-3.9192, 1.4145, 1.1512]]}



No. 10
{"formula": "C4H7N2O3P", "method": "the ωB97M-V functional and the def2-TZVPD basis", "largest_force_ev_per_a": 4.100, "de_lowest_kcal_mol": 81.9, "orbital_gap_ev": 8.00, "molar_mass_g_mol": 162.09, "e_lumo_ev": -1.5, "symbols": ["C", "C", "C", "C", "N", "N", "O", "O", "O", "P", "H", "H", "H", "H", "H", "H", "H"], "positions_angstrom": [[-1.9303, -0.5965, -0.1275], [-0.3483, 0.5980, -0.0959], [-1.5372, -1.8050, 0.4985], [2.3036, 0.8041, -1.0243], [-0.9214, 2.8494, 0.6336], [-0.6212, 1.7177, 0.2676], [0.9858, -1.5826, -0.9489], [-2.7359, -0.1220, -0.8018], [1.4813, -0.5769, 1.3475], [1.2282, -0.4319, -0.0539], [-0.5680, -2.1241, 0.1471], [-1.2438, -1.7692, 1.5793], [-2.3686, -2.5966, 0.5045], [3.2552, 0.3384, -0.8361], [1.8972, 0.5231, -1.9096], [2.4543, 1.8461, -0.7506], [-1.3310, 2.9280, 1.5705]]}



No. 11
{"formula": "C4H7N2O5P", "method": "the ωB97M-V functional and the def2-TZVPD basis", "largest_force_ev_per_a": 3.535, "de_lowest_kcal_mol": 67.8, "total_charge": -2, "orbital_gap_ev": [4.62, 4.90], "molar_mass_g_mol": 194.08, "e_lumo_ev": [6.4, 6.3], "symbols": ["C", "C", "C", "C", "N", "N", "O", "O", "O", "O", "O", "P", "H", "H", "H", "H", "H", "H", "H"], "positions_angstrom": [[0.2839, 2.4591, -0.4520], [1.7053, -0.3663, -0.5580], [1.6370, -0.1568, 0.9409], [-0.5168, 0.0486, 0.0617], [0.2761, -0.6049, -0.9727], [0.2338, -0.1763, 1.2539], [0.1271, 3.0334, 0.6181], [-3.0110, -0.0681, -1.1276], [-2.0591, -2.2907, -0.1778], [0.7180, 2.5955, -1.6028], [-2.8955, -0.4001, 1.4329], [-2.2490, -0.5608, 0.1059], [2.0877, 0.4753, -1.1614], [2.2047, -1.3597, -0.8428], [2.1647, -0.8983, 1.5512], [2.0998, 0.7700, 1.0331], [0.2358, -0.0959, -1.8940], [-2.9222, -2.5242, -0.3809], [-0.1201, 0.1204, 2.1720]]}



No. 12
{"formula": "C4H7N2O6S", "method": "the ωB97M-V functional and the def2-TZVPD basis", "largest_force_ev_per_a": 3.865, "de_lowest_kcal_mol": 138.5, "total_charge": -1, "orbital_gap_ev": 9.72, "molar_mass_g_mol": 211.18, "e_lumo_ev": 3.4, "symbols": ["C", "C", "C", "C", "N", "N", "O", "O", "O", "O", "O", "O", "S", "H", "H", "H", "H", "H", "H", "H"], "positions_angstrom": [[1.3841, -0.3301, 0.9108], [0.3189, -0.5082, -0.1854], [-1.1266, 0.0503, 0.1649], [-1.7364, -0.8902, 1.0221], [-2.1743, -1.6913, 1.6917], [-0.7070, 1.6035, 3.5536], [0.2704, 0.9001, 3.5854], [0.1938, 2.9249, 1.5084], [-2.6671, -2.6399, 2.3547], [-1.5546, 1.5686, 4.3934], [-2.1831, 2.5904, 1.7573], [-1.0399, 4.1723, 3.2023], [-0.9452, 3.0143, 2.3536], [1.6377, 0.7502, 1.1071], [2.3453, -0.8797, 0.6194], [0.9754, -0.8461, 1.7504], [0.6370, 0.1485, -1.0432], [0.0078, -1.5087, -0.3541], [-1.8491, 0.2634, -0.7191], [-1.0368, 1.1295, 0.6230]]}